Entry from the Open Molecules 2025 dataset: a cluster of 9 separate species, C75H153N8O12P in total (ωB97M-V with the def2-TZVPD basis set).

ORCA input file:
```
! wB97M-V def2-TZVPD RIJCOSX def2/J DEFGRID3
* xyz 0 9
C -2.18 2.58 -0.16
O -0.98 1.97 -0.62
P -0.82 0.40 -0.72
O -2.07 -0.29 -1.11
O 0.40 0.34 -1.70
C 0.16 0.65 -3.08
O -0.07 -0.13 0.56
C 0.07 -1.42 1.07
H -3.07 2.13 -0.59
H -2.13 3.59 -0.47
H -2.20 2.48 0.92
H 0.37 1.71 -3.25
H -0.79 0.25 -3.57
H 0.96 0.12 -3.59
H 0.36 -1.38 2.15
H 0.91 -1.82 0.49
H -0.87 -2.00 0.92
C 0.28 -2.91 -2.08
C -0.71 -3.49 -3.12
C -2.08 -3.81 -2.38
C -3.24 -3.88 -3.31
C -3.33 -2.64 -4.24
C -2.09 -2.49 -5.09
N -0.90 -2.45 -4.19
O 0.16 -1.97 -4.67
C -1.94 -3.67 -6.07
C -2.12 -1.18 -5.91
C -0.05 -4.83 -3.63
H 0.30 -3.68 -1.25
H -0.02 -1.93 -1.68
H 1.30 -2.88 -2.46
H -1.91 -4.78 -1.88
H -2.31 -3.09 -1.59
H -4.20 -3.81 -2.80
H -3.27 -4.86 -3.82
H -3.56 -1.75 -3.63
H -4.19 -2.74 -4.92
H -1.03 -3.48 -6.59
H -1.88 -4.60 -5.50
H -2.86 -3.72 -6.70
H -2.00 -0.33 -5.21
H -1.35 -1.19 -6.66
H -3.13 -1.06 -6.37
H -0.79 -5.44 -4.15
H 0.32 -5.29 -2.71
H 0.78 -4.48 -4.22
C -3.39 -0.58 2.77
C -4.34 -1.78 2.47
C -5.02 -1.50 1.17
C -5.65 -2.78 0.56
C -4.63 -3.85 0.25
C -3.88 -4.22 1.53
N -3.43 -3.01 2.36
O -2.75 -3.19 3.32
C -4.72 -5.27 2.32
C -2.56 -4.93 1.16
C -5.34 -1.99 3.61
H -2.54 -0.71 2.11
H -3.11 -0.58 3.83
H -3.89 0.35 2.47
H -5.71 -0.66 1.31
H -4.21 -1.20 0.47
H -6.16 -2.52 -0.37
H -6.47 -3.20 1.17
H -3.98 -3.56 -0.57
H -5.27 -4.69 -0.08
H -4.76 -6.09 1.60
H -4.20 -5.39 3.27
H -5.76 -4.98 2.41
H -1.75 -4.22 0.98
H -2.42 -5.75 1.88
H -2.79 -5.35 0.15
H -6.09 -1.16 3.47
H -4.84 -1.96 4.58
H -5.84 -2.93 3.44
C -4.67 1.08 -3.11
C -5.70 2.03 -3.61
C -5.65 3.40 -2.93
C -4.60 4.30 -3.62
C -4.81 4.43 -5.13
C -4.72 3.14 -5.88
N -5.58 2.10 -5.19
O -5.69 1.05 -5.82
C -5.28 3.25 -7.37
C -3.31 2.66 -5.97
C -7.07 1.32 -3.38
H -4.45 0.38 -3.94
H -5.01 0.54 -2.25
H -3.80 1.68 -2.81
H -6.63 3.95 -2.86
H -5.34 3.31 -1.88
H -3.61 3.87 -3.43
H -4.60 5.26 -3.14
H -3.98 5.03 -5.52
H -5.71 5.00 -5.42
H -6.36 3.45 -7.37
H -4.88 4.05 -7.98
H -5.05 2.27 -7.76
H -3.34 1.73 -6.52
H -2.65 3.46 -6.33
H -2.93 2.50 -4.95
H -6.98 0.25 -3.51
H -7.83 1.79 -3.98
H -7.31 1.53 -2.31
C 1.14 7.07 2.40
C 0.39 5.89 3.03
C 0.02 4.90 1.97
C 1.11 3.92 1.56
C 1.75 3.13 2.73
C 2.25 4.15 3.76
N 1.18 5.19 4.12
O 1.44 5.78 5.17
C 2.52 3.34 5.08
C 3.66 4.69 3.36
C -0.87 6.44 3.75
H 1.50 7.71 3.18
H 0.46 7.53 1.70
H 1.98 6.70 1.80
H -0.88 4.27 2.28
H -0.26 5.44 1.06
H 1.78 4.46 0.91
H 0.80 3.24 0.78
H 2.54 2.45 2.45
H 1.00 2.47 3.16
H 1.59 3.26 5.62
H 2.91 2.38 4.72
H 3.31 3.82 5.65
H 3.67 5.31 2.44
H 4.11 5.23 4.20
H 4.24 3.77 3.12
H -0.61 7.36 4.23
H -1.29 5.72 4.45
H -1.64 6.63 2.98
C 7.00 1.98 0.32
C 5.57 1.33 0.55
C 4.46 2.18 -0.12
C 3.15 1.41 -0.54
C 3.45 0.15 -1.37
C 4.38 -0.83 -0.67
N 5.57 -0.03 -0.07
O 6.72 -0.79 0.08
C 3.69 -1.60 0.47
C 4.95 -1.88 -1.68
C 5.28 1.18 2.06
H 6.80 3.00 0.04
H 7.44 1.45 -0.51
H 7.54 1.89 1.23
H 4.10 3.02 0.47
H 4.81 2.67 -1.03
H 2.42 2.12 -0.97
H 2.57 1.12 0.36
H 3.77 0.47 -2.40
H 2.48 -0.30 -1.48
H 4.38 -2.37 0.79
H 3.16 -1.09 1.27
H 2.88 -2.04 -0.07
H 5.39 -2.59 -1.02
H 4.09 -2.31 -2.20
H 5.62 -1.33 -2.30
H 6.03 0.50 2.48
H 4.25 1.00 2.29
H 5.42 2.18 2.44
C 3.94 -0.55 5.77
C 3.11 -1.84 5.46
C 3.10 -2.81 6.61
C 2.01 -2.56 7.68
C 0.63 -2.39 7.08
C 0.60 -1.37 5.99
N 1.74 -1.59 5.03
O 1.63 -0.94 3.85
C -0.78 -1.47 5.21
C 0.76 0.03 6.50
C 3.79 -2.56 4.21
H 4.43 -0.79 6.72
H 3.33 0.34 5.86
H 4.68 -0.43 5.00
H 2.83 -3.78 6.13
H 4.05 -2.99 7.11
H 2.26 -1.74 8.37
H 2.05 -3.40 8.36
H -0.15 -2.06 7.80
H 0.33 -3.38 6.69
H -0.84 -0.65 4.50
H -0.83 -2.47 4.78
H -1.49 -1.35 6.01
H 1.74 0.18 6.96
H 0.68 0.64 5.58
H 0.00 0.21 7.25
H 3.79 -1.84 3.38
H 3.20 -3.45 4.04
H 4.80 -2.80 4.58
C 4.06 -7.59 1.99
C 3.90 -6.08 1.87
C 3.36 -5.70 0.52
C 1.80 -6.04 0.33
C 0.98 -5.25 1.43
C 1.41 -5.79 2.83
N 2.92 -5.63 2.98
O 3.38 -5.81 4.11
C 0.78 -4.79 3.85
C 0.91 -7.23 3.09
C 5.31 -5.43 2.16
H 4.99 -7.93 1.56
H 3.23 -8.08 1.51
H 4.07 -7.86 3.05
H 3.66 -4.66 0.31
H 3.88 -6.26 -0.26
H 1.53 -7.07 0.29
H 1.48 -5.57 -0.60
H -0.10 -5.32 1.34
H 1.28 -4.19 1.40
H 1.05 -3.76 3.76
H -0.32 -4.82 3.75
H 0.84 -5.15 4.87
H -0.18 -7.26 2.98
H 1.37 -7.88 2.33
H 1.33 -7.55 4.02
H 5.97 -5.97 1.47
H 5.70 -5.62 3.18
H 5.37 -4.34 1.93
C -0.56 7.22 -3.17
C -0.29 5.73 -3.24
C -0.82 5.14 -4.51
C 0.07 5.32 -5.75
C 1.49 4.83 -5.48
C 2.14 5.37 -4.25
N 1.17 5.45 -3.18
O 1.75 5.65 -2.01
C 3.35 4.44 -3.84
C 2.64 6.79 -4.50
C -0.95 5.04 -2.00
H -1.51 7.39 -2.74
H -0.43 7.59 -4.21
H 0.30 7.57 -2.56
H -1.03 4.07 -4.44
H -1.84 5.54 -4.74
H 0.01 6.42 -5.94
H -0.42 4.77 -6.55
H 2.11 5.15 -6.32
H 1.46 3.73 -5.48
H 4.01 5.05 -3.22
H 3.01 3.63 -3.21
H 3.79 4.06 -4.80
H 1.82 7.25 -5.06
H 2.64 7.23 -3.49
H 3.61 6.75 -5.03
H -2.03 5.23 -2.00
H -0.50 5.52 -1.15
H -0.74 3.96 -1.93
*
```

E_tot (a.u.): -4631.27698
Strongest force on any atom (Eh/bohr): 0.140
Molecular weight (g/mol): 1390.07
Orbital gap (spin up / spin down) (eV): 7.9 / 9.2